ORCA calculation (the ωB97M-V functional and the def2-TZVPD basis) on a cluster of 2 separate species, C4H10NO in total.

total charge: +1
molecular weight: 88.1 g/mol
gap between HOMO and LUMO: 9.28 eV

Last column: Löwdin charge in e.
CARTESIAN COORDINATES (ANGSTROEM)
C (-0.90, -0.78, -0.39)  -0.03
C (0.57, -0.98, -0.24)  -0.33
C (1.27, -2.09, -0.38)  0.13
C (2.24, 0.74, -0.61)  0.20
N (1.24, 0.29, 0.02)  0.09
H (-1.36, -1.45, -1.12)  0.10
H (-1.39, -0.94, 0.58)  0.10
H (-1.26, 0.20, -0.72)  0.09
H (2.34, -2.13, -0.26)  0.09
H (0.72, -3.00, -0.58)  0.10
H (2.60, 1.74, -0.43)  0.13
H (2.68, 0.12, -1.37)  0.13
H (0.86, 0.87, 0.77)  0.19
H (-3.12, 3.08, 1.10)  0.04
H (-3.55, 2.14, 2.19)  0.04
O (-2.95, 2.20, 1.44)  -0.07

=====

ORCA calculation (the ωB97M-V functional and the def2-TZVPD basis) on a structure of composition C7H14O.

molecular weight: 114.2 g/mol
gap between HOMO and LUMO: 8.40 eV

Last column: Löwdin charge in e.
CARTESIAN COORDINATES (ANGSTROEM)
C (-1.86, 0.22, -0.21)  -0.31
C (0.13, -0.02, 0.30)  -0.30
C (0.43, 0.80, -0.81)  -0.11
C (-2.62, -0.93, 0.41)  -0.10
C (0.55, -1.46, 0.31)  -0.09
C (2.24, 1.30, -0.13)  -0.08
C (3.33, 0.64, -0.50)  -0.09
O (-2.25, 1.46, 0.32)  -0.06
H (-2.20, 1.42, 1.28)  0.09
H (-2.01, 0.26, -1.29)  0.12
H (0.13, 0.46, 1.28)  0.12
H (0.00, 1.79, -0.91)  0.09
H (0.65, 0.30, -1.74)  0.10
H (2.31, 2.28, 0.34)  0.05
H (-2.36, -1.06, 1.47)  0.08
H (-3.70, -0.77, 0.37)  0.08
H (-2.40, -1.87, -0.11)  0.08
H (-0.16, -2.08, 0.86)  0.06
H (0.65, -1.86, -0.70)  0.08
H (1.52, -1.56, 0.82)  0.08
H (4.34, 1.05, -0.39)  0.04
H (3.28, -0.35, -0.97)  0.04

=====

ORCA calculation (the ωB97M-V functional and the def2-TZVPD basis) on an isolated molecule of C18H17NO3.

molecular weight: 295.3 g/mol
gap between HOMO and LUMO: 9.23 eV

Last column: Löwdin charge in e.
CARTESIAN COORDINATES (ANGSTROEM)
C (-6.37, -1.23, -2.55)  -0.09
O (-5.38, -1.94, -1.85)  -0.08
C (-4.15, -1.39, -1.72)  -0.27
C (-3.77, -0.15, -2.22)  -0.01
C (-2.48, 0.32, -2.02)  0.00
C (-1.56, -0.44, -1.33)  -0.18
N (-0.24, 0.04, -1.14)  0.10
C (0.53, 0.58, -2.16)  -0.40
O (0.15, 0.75, -3.29)  0.12
C (1.90, 0.88, -1.60)  -0.03
C (1.77, 0.68, -0.09)  -0.18
C (2.92, -0.13, 0.56)  -0.10
C (3.26, 0.39, 1.93)  -0.23
C (4.38, 1.19, 2.12)  -0.05
C (4.69, 1.68, 3.37)  -0.09
C (3.87, 1.39, 4.45)  -0.10
C (2.75, 0.61, 4.27)  -0.08
C (2.44, 0.11, 3.02)  -0.03
C (0.42, -0.01, 0.08)  -0.37
O (-0.03, -0.49, 1.08)  0.12
C (-1.93, -1.69, -0.83)  0.00
C (-3.21, -2.15, -1.01)  0.01
H (-6.07, -1.05, -3.59)  0.10
H (-6.59, -0.27, -2.07)  0.10
H (-7.25, -1.86, -2.54)  0.09
H (-4.46, 0.47, -2.77)  0.10
H (-2.20, 1.28, -2.42)  0.12
H (2.60, 0.17, -2.05)  0.13
H (2.22, 1.88, -1.89)  0.13
H (1.70, 1.64, 0.42)  0.17
H (3.80, -0.06, -0.08)  0.11
H (2.63, -1.18, 0.63)  0.13
H (5.03, 1.41, 1.28)  0.11
H (5.57, 2.30, 3.51)  0.10
H (4.11, 1.78, 5.43)  0.10
H (2.11, 0.38, 5.11)  0.10
H (1.56, -0.49, 2.88)  0.10
H (-1.21, -2.28, -0.28)  0.12
H (-3.51, -3.11, -0.63)  0.12

=====

ORCA calculation (the ωB97M-V functional and the def2-TZVPD basis) on a cluster of 8 separate species, H18O9 in total.

molecular weight: 162.1 g/mol
gap between HOMO and LUMO: 6.04 eV

Last column: Löwdin charge in e.
CARTESIAN COORDINATES (ANGSTROEM)
H (0.07, 0.74, 0.58)  0.07
H (-0.96, 0.39, 1.64)  0.04
H (3.47, 1.13, 3.29)  0.04
H (3.36, 0.76, 1.82)  0.02
H (-0.50, -5.11, -0.73)  0.03
H (0.17, -3.75, -0.81)  0.00
H (2.82, 1.94, -0.61)  0.05
H (3.95, 2.31, 0.34)  0.06
H (0.45, -0.97, -0.06)  0.07
H (-0.30, -2.01, 0.77)  0.04
H (-1.32, 1.78, 3.54)  0.06
H (-1.23, 2.31, 2.12)  0.05
H (1.88, 1.40, -3.27)  0.02
H (1.96, 1.41, -4.79)  0.03
H (-2.42, 1.70, -2.38)  0.03
H (-2.20, 0.22, -2.10)  0.03
H (-4.56, -2.11, 1.06)  0.03
H (-3.22, -2.63, 0.55)  0.03
O (-0.67, 0.15, 0.75)  -0.13
O (3.16, 1.47, 2.44)  -0.09
O (-0.33, -4.38, -1.33)  -0.07
O (3.37, 1.58, 0.10)  -0.07
O (0.22, -1.20, 0.85)  -0.11
O (-1.73, 1.69, 2.67)  -0.05
O (1.34, 1.53, -4.06)  -0.06
O (-1.75, 1.07, -2.09)  -0.06
O (-3.79, -1.85, 0.55)  -0.06

=====

ORCA calculation (the ωB97M-V functional and the def2-TZVPD basis) on an isolated molecule of C5H6N2.

molecular weight: 94.1 g/mol
gap between HOMO and LUMO: 9.65 eV

Last column: Löwdin charge in e.
CARTESIAN COORDINATES (ANGSTROEM)
C (1.51, -0.33, -1.14)  -0.15
N (0.76, -0.12, -2.19)  0.05
N (-0.49, 0.02, -1.63)  0.00
C (-0.57, -0.18, -0.42)  -0.32
C (0.73, -0.35, 0.00)  -0.12
C (0.22, -0.02, 1.51)  -0.12
C (-1.15, 0.15, 0.93)  -0.13
H (2.63, -0.46, -1.23)  0.12
H (-1.21, 0.36, -2.31)  0.19
H (0.31, -0.82, 2.25)  0.09
H (0.64, 0.97, 2.03)  0.14
H (-2.04, -0.48, 1.27)  0.13
H (-1.35, 1.27, 0.93)  0.13

=====

ORCA calculation (the ωB97M-V functional and the def2-TZVPD basis) on the ion C3H7N2OS with charge +1.

total charge: +1
molecular weight: 119.2 g/mol
gap between HOMO and LUMO: 9.35 eV

Last column: Löwdin charge in e.
CARTESIAN COORDINATES (ANGSTROEM)
C (2.33, 1.02, 0.04)  -0.04
C (0.86, 1.01, -0.07)  -0.17
N (0.26, -0.09, 0.08)  0.09
C (-1.23, -0.26, -0.06)  -0.81
N (-1.53, -1.70, 0.18)  0.25
O (-1.92, 0.28, -1.10)  -0.31
S (-2.47, 0.93, 0.39)  1.04
H (2.65, 0.43, 0.89)  0.09
H (2.76, 0.54, -0.84)  0.10
H (2.72, 2.03, 0.11)  0.09
H (0.35, 1.94, -0.29)  0.13
H (-2.07, -1.85, 1.04)  0.17
H (-0.63, -2.20, 0.24)  0.18
H (-2.07, -2.06, -0.62)  0.19

=====

LUMO energy values, unit Ha, following the record order: -0.18935 0.03675 0.02718 0.01027 0.03675 -0.16641.
Energy above the lowest of the compared OMol25 structures with the same formula, charge and spin values, unit kcal/mol, following the record order: 35.5 110.0 0.0 209.7 78.8 68.4.